{
  "formula": "C52H39N5O5PReS2",
  "method": "ωB97M-V/def2-TZVPD",
  "charge": 2,
  "gap_ev": 5.36,
  "total_energy_ev": -105323.48988,
  "relative_energy_kj_mol": 104.21,
  "elements": ["Re", "S", "N", "C", "C", "C", "C", "C", "N", "C", "C", "N", "C", "C", "C", "C", "C", "N", "H", "H", "H", "H", "H", "H", "O", "S", "O", "O", "C", "C", "C", "C", "C", "C", "P", "C", "C", "C", "C", "C", "C", "C", "C", "C", "C", "C", "C", "H", "H", "H", "H", "H", "H", "H", "H", "H", "H", "H", "H", "H", "H", "C", "C", "C", "C", "C", "C", "N", "C", "C", "C", "C", "C", "C", "C", "O", "O", "C", "C", "H", "H", "H", "H", "H", "H", "H", "H", "H", "H", "H", "H", "H", "H", "C", "C", "C", "C", "C", "C", "C", "H", "H", "H", "H", "H"],
  "xyz": [[-0.125, -0.180, -0.192], [1.883, 3.236, 6.513], [2.698, 2.205, 5.590], [1.946, 1.967, 4.534], [2.284, 1.089, 3.427], [3.429, 0.291, 3.404], [3.683, -0.461, 2.282], [2.816, -0.367, 1.199], [1.688, 0.346, 1.230], [1.401, 1.032, 2.355], [0.115, 1.669, 2.422], [-0.738, 1.403, 1.421], [-1.966, 1.912, 1.452], [-2.398, 2.748, 2.469], [-1.532, 3.039, 3.502], [-0.255, 2.481, 3.491], [0.713, 2.669, 4.555], [0.558, 3.420, 5.626], [4.079, 0.279, 4.270], [4.546, -1.107, 2.215], [3.047, -0.874, 0.279], [-2.626, 1.625, 0.643], [-3.401, 3.151, 2.444], [-1.823, 3.673, 4.330], [0.082, -1.708, 1.264], [-1.387, -1.935, 1.367], [-1.869, -2.099, 2.685], [-1.968, -0.704, 0.623], [-1.975, -3.240, 0.357], [-2.559, -4.333, 0.969], [-3.193, -5.283, 0.180], [-3.286, -5.099, -1.190], [-2.738, -3.970, -1.794], [-2.048, -3.042, -1.032], [-1.236, -1.646, -1.867], [-2.591, -0.712, -2.675], [-2.789, -0.807, -4.056], [-3.803, -0.082, -4.672], [-4.632, 0.738, -3.923], [-4.460, 0.817, -2.546], [-3.450, 0.101, -1.926], [-0.266, -2.242, -3.273], [0.343, -1.264, -4.062], [1.162, -1.630, -5.117], [1.415, -2.973, -5.361], [0.827, -3.949, -4.563], [-0.021, -3.589, -3.527], [-2.526, -4.427, 2.046], [-3.639, -6.153, 0.642], [-3.786, -5.842, -1.800], [-2.863, -3.806, -2.858], [-2.162, -1.447, -4.659], [-3.945, -0.167, -5.743], [-5.416, 1.308, -4.405], [-5.122, 1.439, -1.954], [-3.334, 0.164, -0.854], [0.158, -0.219, -3.844], [1.604, -0.869, -5.750], [2.072, -3.262, -6.172], [1.032, -4.997, -4.747], [-0.473, -4.354, -2.912], [4.905, 4.236, -4.216], [4.604, 2.791, -4.534], [4.722, 2.334, -5.838], [4.458, 1.009, -6.151], [4.095, 0.125, -5.151], [3.978, 0.568, -3.837], [3.545, -0.321, -2.808], [3.839, -1.667, -2.691], [5.000, -2.195, -3.280], [5.298, -3.537, -3.192], [4.456, -4.418, -2.505], [3.335, -3.921, -1.897], [3.010, -2.553, -1.957], [1.750, -2.154, -1.320], [0.914, -2.962, -0.955], [1.553, -0.827, -1.184], [4.233, 1.902, -3.514], [4.170, 2.383, -2.082], [5.008, 4.817, -5.131], [5.842, 4.325, -3.657], [4.117, 4.688, -3.608], [5.026, 3.024, -6.616], [4.524, 0.668, -7.177], [3.866, -0.908, -5.384], [2.811, 0.009, -2.218], [5.679, -1.521, -3.783], [6.202, -3.908, -3.661], [4.693, -5.472, -2.446], [2.669, -4.578, -1.353], [4.142, 1.549, -1.381], [3.289, 3.014, -1.911], [5.044, 2.992, -1.849], [-0.283, 1.228, -1.320], [-0.458, 2.304, -2.197], [0.230, 2.380, -3.424], [-0.144, 3.313, -4.364], [-1.179, 4.206, -4.090], [-1.815, 4.192, -2.849], [-1.459, 3.255, -1.906], [1.052, 1.699, -3.624], [0.367, 3.353, -5.317], [-1.483, 4.927, -4.839], [-2.590, 4.914, -2.625], [-1.949, 3.227, -0.939]]
}

=====

{
  "formula": "C78H198N12O27",
  "method": "ωB97M-V/def2-TZVPD",
  "gap_ev": 8.76,
  "total_energy_ev": -157231.79678,
  "relative_energy_kj_mol": 753.70,
  "elements": ["C", "C", "O", "H", "H", "H", "H", "H", "H", "C", "C", "O", "H", "H", "H", "H", "H", "H", "C", "C", "O", "H", "H", "H", "H", "H", "H", "C", "O", "C", "C", "N", "C", "C", "O", "C", "H", "H", "H", "H", "H", "H", "H", "H", "H", "H", "H", "H", "H", "H", "H", "C", "O", "C", "C", "N", "C", "C", "O", "C", "H", "H", "H", "H", "H", "H", "H", "H", "H", "H", "H", "H", "H", "H", "H", "C", "O", "C", "C", "N", "C", "C", "O", "C", "H", "H", "H", "H", "H", "H", "H", "H", "H", "H", "H", "H", "H", "H", "H", "C", "O", "C", "C", "N", "C", "C", "O", "C", "H", "H", "H", "H", "H", "H", "H", "H", "H", "H", "H", "H", "H", "H", "H", "C", "O", "C", "C", "N", "C", "C", "O", "C", "H", "H", "H", "H", "H", "H", "H", "H", "H", "H", "H", "H", "H", "H", "H", "C", "O", "C", "C", "N", "C", "C", "O", "C", "H", "H", "H", "H", "H", "H", "H", "H", "H", "H", "H", "H", "H", "H", "H", "C", "O", "C", "C", "N", "C", "C", "O", "C", "H", "H", "H", "H", "H", "H", "H", "H", "H", "H", "H", "H", "H", "H", "H", "C", "O", "C", "C", "N", "C", "C", "O", "C", "H", "H", "H", "H", "H", "H", "H", "H", "H", "H", "H", "H", "H", "H", "H", "C", "O", "C", "C", "N", "C", "C", "O", "C", "H", "H", "H", "H", "H", "H", "H", "H", "H", "H", "H", "H", "H", "H", "H", "C", "O", "C", "C", "N", "C", "C", "O", "C", "H", "H", "H", "H", "H", "H", "H", "H", "H", "H", "H", "H", "H", "H", "H", "C", "O", "C", "C", "N", "C", "C", "O", "C", "H", "H", "H", "H", "H", "H", "H", "H", "H", "H", "H", "H", "H", "H", "H", "C", "O", "C", "C", "N", "C", "C", "O", "C", "H", "H", "H", "H", "H", "H", "H", "H", "H", "H", "H", "H", "H", "H", "H"],
  "xyz": [[-0.835, -3.541, 3.054], [-1.591, -2.394, 3.731], [-2.366, -2.699, 4.912], [-0.471, -4.238, 3.809], [-0.111, -3.003, 2.442], [-1.487, -4.137, 2.416], [-2.230, -2.141, 2.885], [-1.175, -1.392, 3.831], [-2.765, -3.556, 4.745], [4.273, 0.025, -2.161], [4.577, 1.445, -2.451], [4.279, 2.323, -1.387], [3.211, -0.144, -2.335], [4.555, -0.241, -1.142], [4.833, -0.590, -2.866], [4.082, 1.803, -3.354], [5.651, 1.527, -2.614], [4.723, 3.173, -1.440], [3.420, -3.527, -2.122], [3.564, -3.148, -0.691], [4.868, -3.039, -0.347], [3.912, -2.802, -2.771], [2.426, -3.343, -2.530], [3.849, -4.517, -2.276], [3.250, -4.027, -0.129], [2.810, -2.426, -0.379], [4.795, -2.745, 0.564], [-2.026, 3.862, -3.605], [-3.389, 3.632, -3.212], [-3.743, 3.790, -1.820], [-3.275, 2.574, -1.101], [-3.591, 1.287, -1.719], [-5.068, 1.085, -1.774], [-5.451, -0.209, -2.602], [-6.788, -0.239, -2.807], [-7.353, -1.434, -3.087], [-1.518, 2.955, -3.934], [-1.392, 4.593, -3.103], [-2.142, 4.266, -4.611], [-4.822, 3.917, -1.738], [-3.256, 4.698, -1.464], [-3.751, 2.542, -0.121], [-2.217, 2.757, -0.913], [-3.135, 1.324, -2.619], [-5.704, 1.933, -2.028], [-5.450, 0.745, -0.812], [-4.927, -1.061, -2.168], [-4.875, -0.229, -3.527], [-8.418, -1.329, -3.291], [-7.179, -2.148, -2.283], [-6.897, -1.814, -4.001], [-5.071, -5.121, 8.460], [-5.254, -3.873, 7.863], [-4.169, -3.052, 8.005], [-4.418, -1.665, 7.340], [-3.304, -0.877, 6.815], [-3.807, 0.385, 6.258], [-2.632, 1.103, 5.499], [-3.077, 2.409, 4.978], [-3.683, 3.288, 5.984], [-4.979, -5.060, 9.544], [-4.302, -5.733, 7.988], [-5.921, -5.788, 8.316], [-3.303, -3.480, 7.500], [-3.767, -2.870, 9.001], [-5.249, -1.170, 7.842], [-4.926, -2.136, 6.499], [-3.037, -1.445, 6.024], [-4.251, 1.035, 7.012], [-4.589, 0.165, 5.531], [-2.343, 0.511, 4.631], [-1.768, 1.313, 6.129], [-4.002, 4.229, 5.535], [-2.899, 3.556, 6.691], [-4.561, 3.015, 6.570], [8.818, -3.218, 5.569], [8.583, -2.176, 4.676], [8.347, -0.876, 5.267], [6.777, -0.614, 5.525], [6.062, -0.109, 4.370], [6.117, -0.943, 3.175], [4.831, -0.743, 2.284], [3.891, -1.760, 1.937], [3.431, -2.531, 3.062], [9.397, -4.035, 5.138], [7.820, -3.474, 5.925], [9.480, -2.945, 6.391], [8.585, 0.016, 4.688], [8.874, -0.804, 6.219], [6.625, 0.116, 6.320], [6.428, -1.568, 5.919], [6.393, 0.819, 4.147], [6.251, -1.952, 3.565], [7.110, -0.745, 2.772], [5.187, -0.437, 1.301], [4.320, 0.120, 2.713], [2.739, -2.036, 3.744], [4.275, -2.860, 3.668], [2.942, -3.370, 2.568], [0.987, -8.802, -3.254], [-0.230, -9.224, -3.800], [-0.443, -10.657, -3.553], [-1.774, -11.265, -3.969], [-2.363, -10.335, -4.920], [-3.784, -10.305, -5.033], [-4.418, -9.329, -4.007], [-4.326, -7.980, -4.420], [-2.990, -7.392, -4.714], [1.839, -9.293, -3.724], [1.008, -9.067, -2.196], [0.958, -7.730, -3.449], [-0.328, -10.929, -2.504], [0.293, -11.277, -4.065], [-2.339, -11.393, -3.046], [-1.676, -12.258, -4.408], [-1.953, -9.437, -4.704], [-4.189, -11.315, -4.970], [-4.246, -10.062, -5.989], [-3.954, -9.421, -3.025], [-5.473, -9.567, -3.874], [-2.315, -7.379, -3.858], [-3.214, -6.381, -5.054], [-2.633, -7.974, -5.563], [1.153, 1.632, -6.460], [0.666, 0.803, -7.470], [-0.724, 0.488, -7.513], [-1.031, -0.524, -8.659], [-0.651, -0.105, -10.041], [0.783, 0.018, -10.448], [0.951, 0.752, -11.789], [0.235, 0.073, -12.812], [0.522, -1.264, -13.088], [0.813, 2.657, -6.608], [2.237, 1.747, -6.426], [0.703, 1.388, -5.498], [-1.428, 1.320, -7.502], [-0.956, -0.054, -6.597], [-2.106, -0.696, -8.624], [-0.746, -1.534, -8.367], [-1.395, -0.411, -10.651], [1.329, -0.924, -10.397], [1.372, 0.585, -9.728], [2.009, 0.983, -11.918], [0.408, 1.696, -11.748], [-0.102, -1.675, -13.882], [0.350, -1.922, -12.236], [1.529, -1.295, -13.503], [-3.554, -1.994, -6.513], [-3.941, -2.658, -7.640], [-3.170, -3.787, -8.063], [-4.014, -5.107, -8.116], [-5.136, -4.857, -9.101], [-6.418, -5.440, -8.610], [-7.107, -4.526, -7.608], [-7.390, -3.111, -7.986], [-8.021, -2.274, -7.028], [-3.907, -0.963, -6.480], [-2.482, -1.813, -6.429], [-3.981, -2.585, -5.702], [-2.294, -3.958, -7.437], [-2.834, -3.512, -9.063], [-4.470, -5.228, -7.134], [-3.435, -5.965, -8.458], [-5.232, -3.859, -9.224], [-6.218, -6.473, -8.325], [-7.073, -5.467, -9.481], [-6.574, -4.420, -6.662], [-8.081, -4.956, -7.376], [-7.667, -2.414, -6.006], [-9.077, -2.540, -6.974], [-7.812, -1.232, -7.272], [3.774, 6.341, -2.313], [4.996, 6.538, -1.589], [4.984, 5.805, -0.435], [6.057, 6.181, 0.636], [7.305, 6.552, -0.056], [8.373, 6.934, 0.881], [9.696, 7.324, 0.308], [10.509, 6.265, -0.294], [10.309, 6.122, -1.659], [3.818, 6.943, -3.220], [2.937, 6.707, -1.718], [3.651, 5.312, -2.653], [4.931, 4.729, -0.597], [4.018, 5.919, 0.056], [6.247, 5.355, 1.322], [5.850, 7.117, 1.155], [7.063, 7.387, -0.571], [8.552, 6.226, 1.691], [7.997, 7.841, 1.355], [10.268, 7.811, 1.097], [9.547, 8.178, -0.354], [10.998, 6.782, -2.185], [9.279, 6.171, -2.012], [10.723, 5.188, -2.041], [-0.373, 4.882, 0.943], [0.919, 5.439, 1.036], [1.120, 6.591, 1.786], [0.713, 7.848, 0.980], [0.506, 9.014, 1.864], [0.261, 10.261, 1.099], [-0.733, 10.354, -0.039], [-2.090, 10.618, 0.369], [-2.431, 11.974, 0.416], [-0.335, 3.801, 0.804], [-0.857, 5.368, 0.096], [-1.041, 5.052, 1.787], [2.187, 6.757, 1.935], [0.687, 6.377, 2.763], [-0.228, 7.682, 0.456], [1.490, 7.921, 0.219], [1.470, 9.131, 2.143], [1.241, 10.504, 0.687], [0.091, 11.093, 1.782], [-0.691, 9.463, -0.665], [-0.391, 11.130, -0.725], [-3.259, 12.223, 1.080], [-2.643, 12.419, -0.556], [-1.552, 12.442, 0.860], [-0.782, -4.162, -0.397], [-1.215, -5.155, 0.477], [-2.193, -6.146, 0.047], [-3.530, -5.633, -0.175], [-3.930, -4.681, 0.902], [-5.232, -4.128, 0.734], [-5.450, -3.105, 1.834], [-4.620, -1.994, 1.940], [-5.187, -0.834, 2.523], [-1.520, -3.360, -0.398], [-0.478, -4.548, -1.370], [0.142, -3.716, -0.029], [-2.161, -6.651, 1.013], [-1.754, -6.680, -0.795], [-4.264, -6.435, -0.255], [-3.557, -5.119, -1.136], [-3.233, -3.952, 0.937], [-5.999, -4.899, 0.663], [-5.184, -3.597, -0.217], [-5.335, -3.680, 2.753], [-6.525, -2.925, 1.812], [-5.531, -0.959, 3.550], [-6.067, -0.510, 1.968], [-4.568, 0.063, 2.516], [1.440, 1.516, 10.166], [1.702, 0.345, 10.937], [0.690, -0.645, 10.912], [0.272, -1.002, 9.425], [1.305, -1.617, 8.557], [0.695, -2.181, 7.344], [1.799, -2.724, 6.321], [2.550, -3.883, 6.928], [3.835, -3.999, 6.411], [0.455, 1.924, 10.391], [1.491, 1.393, 9.084], [2.206, 2.263, 10.376], [-0.196, -0.345, 11.471], [1.038, -1.570, 11.372], [-0.029, -0.118, 8.862], [-0.649, -1.580, 9.506], [1.553, -2.461, 9.053], [0.247, -1.380, 6.755], [0.020, -2.995, 7.610], [2.461, -1.933, 5.968], [1.316, -3.083, 5.412], [4.259, -4.759, 7.068], [4.426, -3.084, 6.439], [3.750, -4.225, 5.348], [-1.334, 6.235, 4.888], [-0.014, 6.446, 5.249], [0.295, 7.746, 5.544], [1.783, 7.783, 6.039], [2.632, 7.344, 4.932], [3.999, 7.158, 5.313], [4.694, 6.269, 4.298], [4.106, 4.969, 4.401], [3.828, 4.245, 3.226], [-1.943, 6.420, 5.773], [-1.622, 5.211, 4.652], [-1.743, 6.796, 4.048], [-0.298, 7.954, 6.435], [0.042, 8.485, 4.784], [1.978, 7.182, 6.926], [2.108, 8.813, 6.189], [2.283, 6.444, 4.637], [4.109, 6.855, 6.355], [4.441, 8.152, 5.381], [5.702, 6.216, 4.710], [4.771, 6.537, 3.244], [3.435, 4.836, 2.399], [3.051, 3.491, 3.354], [4.721, 3.676, 2.966], [-0.248, -2.770, -4.648], [-1.445, -2.418, -3.814], [-1.568, -1.136, -3.327], [-0.420, -0.561, -2.492], [-0.708, 0.755, -1.834], [0.503, 1.348, -1.345], [1.245, 0.685, -0.147], [0.617, 1.055, 1.123], [-0.610, 0.388, 1.414], [0.630, -2.894, -4.013], [-0.007, -2.133, -5.499], [-0.552, -3.715, -5.098], [-2.451, -1.116, -2.688], [-1.793, -0.453, -4.146], [0.473, -0.435, -3.105], [-0.153, -1.226, -1.671], [-1.449, 0.743, -1.147], [0.273, 2.370, -1.043], [1.231, 1.169, -2.135], [2.203, 1.189, -0.020], [1.367, -0.384, -0.322], [-1.044, 0.542, 2.402], [-0.268, -0.643, 1.324], [-1.379, 0.675, 0.697]]
}

=====

{
  "formula": "C29H23ClGeNO3STa",
  "method": "ωB97M-V/def2-TZVPD",
  "charge": 2,
  "gap_ev": 5.39,
  "total_energy_ev": -119490.36000,
  "relative_energy_kj_mol": 49.82,
  "elements": ["Ta", "Cl", "C", "C", "C", "C", "O", "C", "C", "O", "C", "H", "H", "H", "H", "O", "N", "C", "C", "C", "C", "C", "S", "H", "H", "H", "H", "C", "Ge", "C", "C", "C", "C", "C", "C", "C", "C", "C", "C", "C", "C", "C", "C", "C", "C", "H", "H", "H", "H", "H", "H", "H", "H", "H", "H", "H", "H", "H", "H", "H"],
  "xyz": [[0.350, -1.597, 0.867], [6.623, -5.329, -0.130], [5.303, -4.318, 0.284], [5.426, -3.417, 1.350], [4.383, -2.585, 1.723], [3.186, -2.661, 1.042], [2.150, -1.859, 1.372], [3.051, -3.536, -0.063], [1.908, -3.527, -0.887], [0.855, -2.822, -0.713], [4.130, -4.370, -0.429], [6.364, -3.375, 1.888], [4.494, -1.894, 2.548], [1.896, -4.166, -1.771], [4.034, -5.043, -1.272], [-0.816, -0.790, 2.143], [-2.165, -0.702, 2.097], [-2.791, 0.005, 3.051], [-4.152, 0.154, 2.965], [-4.830, -0.413, 1.890], [-4.144, -1.126, 0.921], [-2.773, -1.269, 1.022], [-1.767, -2.168, -0.094], [-2.157, 0.418, 3.821], [-4.669, 0.715, 3.729], [-5.902, -0.297, 1.809], [-4.652, -1.571, 0.078], [2.032, 1.347, 1.656], [0.818, 1.021, 0.159], [1.612, 1.168, -1.599], [1.956, 2.441, -2.056], [2.531, 2.606, -3.308], [2.762, 1.504, -4.118], [2.417, 0.235, -3.678], [1.845, 0.070, -2.424], [-0.888, 1.911, 0.466], [-0.959, 2.722, 1.575], [-2.154, 3.385, 1.932], [-3.278, 3.202, 1.183], [-3.260, 2.369, 0.036], [-4.428, 2.177, -0.743], [-4.402, 1.391, -1.859], [-3.197, 0.775, -2.259], [-2.055, 0.945, -1.526], [-2.050, 1.729, -0.347], [2.312, 2.402, 1.639], [2.935, 0.754, 1.531], [1.577, 1.135, 2.623], [1.775, 3.317, -1.443], [2.794, 3.597, -3.652], [3.205, 1.635, -5.096], [2.586, -0.623, -4.315], [1.566, -0.926, -2.105], [-0.085, 2.875, 2.198], [-2.165, 4.041, 2.792], [-4.199, 3.711, 1.441], [-5.338, 2.685, -0.449], [-5.295, 1.263, -2.457], [-3.174, 0.181, -3.163], [-1.131, 0.497, -1.873]]
}